Computed, not measured: a structure of composition C4H7F in a non-equilibrium geometry, with ωB97M-V/def2-TZVPD.

Last column: Mulliken charge in e.
CARTESIAN COORDINATES (ANGSTROEM)
1 H 0.98965 1.16406 1.49476  0.29
2 H -0.46942 -0.49672 -1.66931  0.28
3 H 2.22334 -0.87956 -0.09225  0.40
4 H -0.58634 -2.18712 -0.11977  0.20
5 F -0.94843 1.22614 -0.50628  -0.31
6 C 0.59545 0.40192 0.64038  -0.56
7 C -0.68056 0.10830 0.22001  0.22
8 H 0.93215 -1.62294 1.07850  0.18
9 H -1.35336 -0.17926 0.94828  0.36
10 C 1.29454 -0.87896 0.25888  -0.61
11 C -0.18013 -0.96496 -0.58810  -0.66
12 H 0.62411 1.16847 -0.27069  0.23

## Properties
HOMO level ... -9.96 eV
Molar mass ... 74.098 g/mol
Total energy ... -6973.4043 eV
Energy above the lowest of the compared OMol25 structures with the same formula, charge and spin ... 110.4 kcal per mole